[1]
C58H85Br2ClIN2O29 | the ωB97M-V functional and the def2-TZVPD basis

The geometry in XYZ format:
```
178
Properties=species:S:1:pos:R:3
C -6.802 -0.033 -0.997
O -5.831 -0.906 -1.620
C -5.041 -1.613 -0.619
C -3.455 -1.403 -0.782
C -2.973 0.128 -0.680
C -1.816 0.363 0.437
C -0.492 -0.512 0.177
C 0.884 0.362 0.262
C 1.406 0.305 1.782
C 2.801 1.117 2.004
C 2.490 2.693 2.314
C 3.323 3.535 1.230
C 3.708 5.041 1.665
C 5.181 4.962 2.303
C 5.380 3.877 3.461
C 6.671 4.366 4.317
O 7.855 4.085 4.016
N 6.375 5.159 5.550
C 5.737 4.312 6.581
C 5.970 2.772 6.681
C 5.274 1.886 7.774
C 4.303 2.515 8.836
C 4.075 4.052 8.761
C 4.766 4.921 7.658
C 2.772 5.659 2.825
N 1.309 5.683 2.515
C 0.909 5.998 1.120
C -0.246 4.924 0.697
C -1.611 5.244 1.500
C -2.806 5.740 0.535
I -2.137 3.560 2.780
C 1.979 6.034 -0.028
C 3.569 6.028 0.393
Cl 4.319 5.313 -1.162
C 3.947 7.553 0.655
Br 2.588 8.976 1.104
C 5.273 8.112 0.602
C 5.564 9.691 0.850
Br 6.871 7.031 0.242
H -6.411 0.460 -0.023
H -7.735 -0.636 -0.678
H -7.110 0.771 -1.753
H -5.285 -2.732 -0.750
H -5.309 -1.333 0.459
H -2.963 -1.987 0.081
H -3.145 -1.871 -1.788
H -2.510 0.427 -1.690
H -3.879 0.814 -0.528
H -1.621 1.496 0.452
H -2.305 0.094 1.443
H -0.617 -1.018 -0.852
H -0.478 -1.377 0.941
H 0.624 1.412 -0.110
H 1.591 -0.111 -0.500
H 1.499 -0.805 2.053
H 0.568 0.741 2.434
H 3.352 1.051 0.994
H 3.438 0.626 2.818
H 2.750 2.911 3.405
H 1.352 2.792 2.217
H 2.781 3.441 0.233
H 4.329 2.980 1.094
H 5.476 6.008 2.652
H 5.884 4.652 1.438
H 4.533 3.790 4.216
H 5.696 2.885 2.990
H 7.307 5.416 5.941
H 6.655 2.236 5.947
H 5.470 0.768 7.819
H 3.805 1.831 9.612
H 3.384 4.503 9.558
H 4.544 6.043 7.636
H 2.884 5.067 3.813
H 3.066 6.742 3.109
H 0.820 4.801 2.801
H 0.890 6.411 3.136
H 0.350 7.012 1.136
H 0.107 3.841 0.772
H -0.448 5.112 -0.427
H -1.382 6.137 2.196
H -3.441 4.871 0.155
H -3.449 6.482 1.145
H -2.370 6.375 -0.330
H 1.806 5.111 -0.704
H 1.749 6.931 -0.721
H 5.405 9.969 1.960
H 4.908 10.315 0.144
H 6.651 9.922 0.541
C 1.925 -4.023 4.799
C 2.928 -4.532 3.809
O 2.240 -4.423 2.571
C 1.282 -3.471 2.727
O 0.631 -3.012 1.830
O 1.157 -3.105 4.032
H 2.393 -3.524 5.648
H 1.264 -4.812 5.170
H 3.829 -3.913 3.769
H 3.217 -5.566 4.003
C -4.085 -5.708 -3.127
C -2.956 -6.134 -4.015
O -2.076 -5.018 -3.972
C -2.332 -4.350 -2.815
O -1.657 -3.458 -2.385
O -3.453 -4.826 -2.207
H -4.546 -6.549 -2.606
H -4.860 -5.159 -3.668
H -2.431 -7.013 -3.632
H -3.282 -6.332 -5.036
C 0.678 -8.114 -3.373
C 1.513 -9.288 -2.965
O 0.591 -10.109 -2.257
C -0.653 -9.786 -2.699
O -1.647 -10.403 -2.432
O -0.627 -8.674 -3.485
H 0.999 -7.683 -4.323
H 0.661 -7.327 -2.614
H 1.896 -9.846 -3.823
H 2.349 -9.001 -2.327
C 3.122 3.633 13.878
C 3.838 4.255 12.718
O 4.189 3.133 11.919
C 3.316 2.135 12.228
O 3.222 1.106 11.618
O 2.563 2.454 13.314
H 2.341 4.278 14.281
H 3.801 3.350 14.687
H 3.193 4.918 12.134
H 4.728 4.806 13.025
C 0.428 -12.741 -4.852
C 0.249 -13.180 -6.273
O 0.761 -12.080 -7.015
C 1.627 -11.418 -6.202
O 2.360 -10.540 -6.566
O 1.557 -11.878 -4.924
H 0.621 -13.577 -4.178
H -0.428 -12.173 -4.477
H 0.835 -14.072 -6.514
H -0.797 -13.364 -6.524
C -6.924 2.260 -4.150
C -6.474 1.030 -4.876
O -6.892 1.278 -6.213
C -6.996 2.628 -6.356
O -7.165 3.185 -7.404
O -6.884 3.263 -5.158
H -6.264 2.518 -3.319
H -7.948 2.174 -3.776
H -5.386 0.909 -4.862
H -6.936 0.122 -4.485
C 5.666 -9.294 -6.377
C 5.802 -7.829 -6.662
O 4.948 -7.235 -5.694
C 4.831 -8.118 -4.666
O 4.317 -7.866 -3.613
O 5.372 -9.323 -4.987
H 6.581 -9.848 -6.593
H 4.836 -9.752 -6.923
H 6.821 -7.465 -6.505
H 5.484 -7.570 -7.673
C -9.235 5.015 0.027
C -8.505 5.622 -1.133
O -8.160 4.491 -1.921
C -9.043 3.503 -1.611
O -9.142 2.471 -2.213
O -9.800 3.837 -0.532
H -10.013 5.671 0.419
H -8.563 4.732 0.843
H -9.140 6.286 -1.726
H -7.612 6.167 -0.825
C -6.247 -0.333 -9.119
C -5.517 0.277 -10.276
O -5.176 -0.851 -11.070
C -6.062 -1.839 -10.764
O -6.164 -2.867 -11.370
O -6.817 -1.507 -9.681
H -7.022 0.324 -8.722
H -5.575 -0.621 -8.305
H -6.150 0.946 -10.866
H -4.622 0.819 -9.966
```

Summary:
max |F| = 5.2 eV/Å
net charge = +1
Kohn-Sham gap = 7.78 eV

Löwdin atomic charge list, values in e, 8 entries: -0.121, -0.233, -0.221, -0.164, -0.195, -0.234, -0.187, -0.186



[2]
C25H17LiN5O2 | the ωB97M-V functional and the def2-TZVPD basis

The geometry in XYZ format:
```
50
Properties=species:S:1:pos:R:3
Li 0.754 -0.540 0.806
O 2.132 1.746 3.890
C 1.842 0.931 2.994
N 0.834 0.856 2.152
C -0.207 1.776 2.078
C -0.284 2.990 2.761
C -1.374 3.839 2.582
C -2.406 3.483 1.731
C -2.362 2.268 1.047
C -1.274 1.406 1.199
N -1.092 0.186 0.537
C -2.019 -0.413 -0.179
O -3.197 -0.105 -0.456
C -1.483 -1.711 -0.789
C -2.269 -2.397 -1.709
C -1.780 -3.562 -2.275
C -0.524 -4.017 -1.897
C 0.189 -3.266 -0.976
N -0.265 -2.141 -0.434
C 2.808 -0.239 2.791
C 3.952 -0.317 3.580
C 4.834 -1.363 3.389
C 4.554 -2.308 2.412
C 3.391 -2.155 1.676
N 2.532 -1.155 1.856
H 0.522 3.249 3.431
H -1.413 4.779 3.120
H -3.259 4.140 1.602
H -3.175 1.960 0.406
H -3.239 -1.987 -1.949
H -2.371 -4.115 -2.996
H -0.102 -4.924 -2.309
H 1.181 -3.578 -0.663
H 4.106 0.459 4.317
H 5.733 -1.443 3.990
H 5.216 -3.142 2.222
H 3.136 -2.869 0.900
N 1.940 0.307 -1.221
C 1.008 0.563 -1.844
C -0.168 0.880 -2.609
C -0.394 0.202 -3.808
C -1.545 0.467 -4.528
C -2.465 1.392 -4.045
C -2.238 2.052 -2.848
C -1.084 1.802 -2.121
H 0.325 -0.529 -4.153
H -1.732 -0.057 -5.456
H -3.376 1.582 -4.598
H -2.974 2.734 -2.447
H -0.916 2.280 -1.162
```

Summary:
max |F| = 0.2 eV/Å
net charge = -1
Kohn-Sham gap = 6.16 eV

natural (NBO) atomic charge list, values in e, 8 entries: 0.848, -0.722, 0.583, -0.738, 0.224, -0.277, -0.246, -0.257



[3]
C56H118In2N6O8 | the ωB97M-V functional and the def2-TZVPD basis

The geometry in XYZ format:
```
190
Properties=species:S:1:pos:R:3
In 3.099 -5.126 5.931
In 2.040 -5.291 -1.200
O 0.833 -1.969 2.102
C -0.001 -0.873 1.600
C -1.063 -0.991 0.358
O -0.881 -1.713 -0.870
H 0.553 0.038 1.376
H -0.622 -0.467 2.399
H -1.261 0.031 0.035
H -2.034 -1.356 0.693
C 1.345 6.616 4.833
C 2.018 7.312 3.589
C 1.937 8.885 3.844
C 2.756 9.753 2.924
C 4.230 9.204 2.885
C 4.429 7.662 2.644
N 3.463 6.943 3.516
O 3.725 5.587 3.617
C 4.284 7.403 1.126
C 5.799 7.299 3.186
C 1.199 6.938 2.322
H 1.376 5.527 4.800
H 0.403 7.125 5.035
H 1.963 6.695 5.728
H 0.909 9.180 3.633
H 2.107 9.112 4.896
H 2.848 10.792 3.243
H 2.321 9.734 1.925
H 4.795 9.623 3.718
H 4.729 9.708 2.058
H 5.209 7.373 0.550
H 3.780 6.462 0.910
H 3.680 8.146 0.605
H 6.550 7.926 2.706
H 5.864 7.627 4.224
H 6.052 6.272 2.922
H 0.135 7.174 2.302
H 1.405 5.874 2.204
H 1.740 7.370 1.481
H 3.454 5.272 2.752
C -0.256 4.576 -6.296
C -1.478 3.830 -5.621
C -2.735 4.691 -6.066
C -3.196 4.501 -7.463
C -3.339 3.029 -7.697
C -2.080 2.106 -7.440
N -1.734 2.471 -6.042
O -0.792 1.514 -5.613
C -2.701 0.731 -7.588
C -1.036 2.394 -8.484
C -1.302 3.918 -4.020
H -0.068 5.592 -5.949
H -0.254 4.583 -7.386
H 0.660 4.028 -6.074
H -3.489 4.583 -5.287
H -2.514 5.739 -5.866
H -2.542 4.926 -8.225
H -4.164 4.961 -7.658
H -3.814 2.870 -8.665
H -4.120 2.787 -6.975
H -3.144 0.538 -8.565
H -2.049 -0.092 -7.295
H -3.526 0.618 -6.883
H -1.010 1.727 -9.346
H -1.150 3.361 -8.974
H -0.026 2.495 -8.086
H -0.948 4.927 -3.807
H -0.531 3.186 -3.781
H -2.180 3.650 -3.433
H -1.201 1.120 -4.839
C -8.917 1.059 1.381
C -7.522 1.255 0.769
C -7.526 2.636 -0.078
C -7.833 3.854 0.818
C -6.684 3.939 1.841
C -6.476 2.605 2.666
N -6.524 1.404 1.835
O -6.352 0.248 2.548
C -5.015 2.648 3.086
C -7.373 2.611 3.847
C -7.186 0.045 -0.286
H -9.277 1.854 2.033
H -8.983 0.187 2.033
H -9.715 0.883 0.660
H -6.596 2.747 -0.636
H -8.390 2.652 -0.742
H -8.789 3.668 1.309
H -7.956 4.780 0.256
H -6.728 4.790 2.521
H -5.801 4.183 1.250
H -4.943 3.408 3.865
H -4.669 1.691 3.478
H -4.286 2.807 2.291
H -8.414 2.833 3.611
H -7.403 1.630 4.323
H -7.174 3.386 4.586
H -6.936 -0.916 0.165
H -6.214 0.353 -0.672
H -7.977 -0.032 -1.031
H -5.506 -0.015 2.177
C 0.221 -10.257 -2.453
C -0.855 -10.250 -3.535
C -2.241 -10.633 -2.894
C -3.406 -10.367 -3.815
C -3.500 -8.908 -4.211
C -2.198 -8.502 -4.904
N -1.013 -8.888 -4.053
O 0.162 -8.483 -4.584
C -2.216 -9.132 -6.369
C -2.377 -7.023 -5.006
C -0.405 -11.284 -4.634
H -0.004 -9.569 -1.638
H 0.284 -11.282 -2.089
H 1.210 -10.043 -2.858
H -2.082 -11.682 -2.647
H -2.403 -10.090 -1.963
H -3.157 -10.948 -4.702
H -4.324 -10.794 -3.411
H -3.739 -8.339 -3.313
H -4.280 -8.939 -4.971
H -2.793 -10.056 -6.414
H -1.190 -9.282 -6.703
H -2.696 -8.445 -7.066
H -3.270 -6.722 -5.555
H -1.530 -6.657 -5.585
H -2.578 -6.545 -4.047
H -0.929 -11.295 -5.589
H 0.659 -11.241 -4.866
H -0.517 -12.282 -4.211
H 0.256 -9.082 -5.328
C 3.155 -3.165 12.020
C 2.134 -2.033 12.066
C 2.823 -0.748 12.539
C 2.090 0.571 12.273
C 1.753 0.633 10.711
C 1.001 -0.621 10.265
N 1.652 -1.938 10.665
O 0.851 -3.084 10.247
C -0.511 -0.369 10.580
C 1.125 -0.594 8.712
C 1.135 -2.295 13.200
H 3.616 -3.410 12.977
H 4.030 -2.804 11.479
H 2.749 -4.034 11.504
H 3.248 -0.851 13.538
H 3.692 -0.600 11.898
H 2.849 1.334 12.449
H 1.246 0.656 12.957
H 2.682 0.765 10.156
H 1.225 1.506 10.328
H -0.736 0.253 11.447
H -1.032 0.192 9.803
H -1.128 -1.267 10.567
H 0.629 0.294 8.321
H 2.181 -0.571 8.442
H 0.594 -1.368 8.158
H 0.613 -3.205 12.902
H 0.333 -1.557 13.214
H 1.499 -2.492 14.209
H -0.010 -2.940 10.646
C 5.866 -1.215 -2.762
C 5.994 -1.065 -4.275
C 7.540 -1.161 -4.464
C 7.857 -1.328 -5.929
C 7.244 -2.679 -6.404
C 5.703 -2.584 -6.332
N 5.287 -2.140 -4.996
O 3.949 -2.106 -4.763
C 5.084 -1.709 -7.536
C 5.213 -4.081 -6.622
C 5.532 0.406 -4.602
H 6.427 -0.455 -2.217
H 6.278 -2.092 -2.263
H 4.884 -1.027 -2.329
H 8.065 -0.301 -4.050
H 7.869 -2.078 -3.975
H 8.932 -1.460 -6.051
H 7.636 -0.481 -6.579
H 7.706 -3.432 -5.766
H 7.554 -2.919 -7.421
H 5.269 -2.139 -8.520
H 3.998 -1.689 -7.438
H 5.297 -0.646 -7.427
H 5.478 -4.383 -7.635
H 5.708 -4.706 -5.878
H 4.134 -4.190 -6.510
H 6.130 1.177 -4.115
H 4.501 0.555 -4.280
H 5.415 0.553 -5.675
H 3.594 -1.291 -5.127
```

Summary:
max |F| = 7.9 eV/Å
net charge = +4
Kohn-Sham gap = 1.01 eV

Löwdin atomic charge list, values in e, 8 entries: 0.984, 0.962, -0.081, -0.177, -0.184, -0.032, 0.126, 0.111



[4]
C5H12N2 | the ωB97M-V functional and the def2-TZVPD basis

The geometry in XYZ format:
```
19
Properties=species:S:1:pos:R:3
C -0.039 1.904 0.125
C 0.568 0.757 -0.629
C 1.634 1.120 -1.621
C 0.179 -0.501 -0.457
C -0.912 -0.937 0.482
N -0.448 -0.791 1.863
N -1.359 -2.267 0.102
H 0.367 2.854 -0.222
H 0.163 1.794 1.202
H -1.117 1.913 0.009
H 2.308 1.867 -1.213
H 1.173 1.546 -2.508
H 2.207 0.248 -1.927
H 0.647 -1.299 -1.018
H -1.778 -0.268 0.377
H 0.358 -1.379 2.030
H -1.179 -1.052 2.518
H -2.158 -2.557 0.659
H -0.614 -2.953 0.228
```

Summary:
structure (SMILES) = CC(C)=CC(N)N
max |F| = 0.5 eV/Å
Kohn-Sham gap = 9.80 eV

natural (NBO) atomic charge list, values in e, 8 entries: -0.664, 0.050, -0.630, -0.228, 0.063, -0.845, -0.837, 0.209



> The highest Kohn-Sham gap belongs to which entry?

C5H12N2



> The highest Kohn-Sham gap belongs to which entry?

C5H12N2